A 5-piece molecular cluster, C15H40O5 overall, computed with ωB97M-V/def2-TZVPD.

Properties
Kohn-Sham gap (alpha / beta): 8.26 / 1.90 eV
LUMO (alpha / beta): -3.36 / -9.72 eV
⟨S²⟩: 0.7544
relative energy (zero: lowest compared OMol25 entry of this formula, charge and spin): 137.72 kJ/mol
total charge: +1
F_max: 3.00 eV Å⁻¹
calculated total energy: -971.2513 Ha
multiplicity: 2

Geometry as XYZ:
```
60
Properties=species:S:1:pos:R:3:forces:R:3:lowdin_spin:R:1
C 2.521910 10.553530 -10.405560 -0.6 0.2 0.1 0.0000
C 3.177150 11.913930 -10.520600 1.3 0.1 1.9 0.0000
C 4.350160 11.950790 -9.532340 1.0 -0.5 -0.7 0.0000
O 3.764370 12.190480 -11.768180 -0.5 0.0 -0.4 0.0000
H 2.138860 10.396920 -9.397170 0.1 0.2 0.2 0.0000
H 3.241400 9.751840 -10.572120 -0.1 0.0 -0.4 0.0000
H 1.632920 10.503460 -11.034290 0.2 -0.4 -0.4 0.0000
H 2.519740 12.720350 -10.195620 -0.5 0.1 -0.3 0.0000
H 5.081800 11.241570 -9.919380 0.0 -0.6 0.1 0.0000
H 4.129320 11.645920 -8.509410 -0.2 0.3 0.0 0.0000
H 4.976030 12.841200 -9.592020 -0.6 0.6 0.3 0.0000
H 3.041610 12.410160 -12.360610 0.1 0.0 -0.4 0.0000
C -1.542950 5.182480 -5.740760 -0.1 0.1 0.3 0.0000
C -1.445160 6.407660 -6.615960 -1.2 2.0 0.9 0.0000
C -0.609480 7.653300 -6.058890 1.4 -1.4 -1.1 0.0000
O -0.991680 6.059240 -7.893540 0.8 0.3 -0.6 0.0000
H -0.521190 4.926170 -5.460710 -0.3 -0.5 0.4 0.0000
H -2.065000 4.362320 -6.233600 0.6 -0.1 -0.7 0.0000
H -2.255980 5.295370 -4.924100 0.6 0.6 0.6 0.0000
H -2.453540 6.806520 -6.726380 -0.3 0.1 0.0 0.0000
H -0.492610 7.822350 -4.988440 -0.8 -0.2 0.0 0.0000
H -0.710500 8.595210 -6.598070 -1.1 0.0 0.1 0.0000
H 0.421200 7.481090 -6.368940 0.4 -0.6 0.1 0.0000
H -1.726060 5.646700 -8.354080 0.1 -0.1 -0.1 0.0000
C 2.229840 14.590170 -2.431220 1.1 -0.7 0.1 0.0249
C 3.714230 14.831510 -2.362630 -1.8 2.3 0.8 0.1807
C 4.392620 15.383370 -3.682890 1.0 0.4 -0.8 0.1333
O 4.023450 15.705040 -1.308830 -0.6 -1.2 -1.2 0.5190
H 2.195940 13.771010 -3.149500 -1.0 0.2 -0.2 -0.0005
H 1.686270 15.496600 -2.697720 0.0 -0.1 -0.3 0.0121
H 1.843880 14.232490 -1.476650 0.0 0.0 0.0 0.0075
H 4.261210 13.892550 -2.277470 0.8 -0.7 0.3 0.0857
H 4.072960 14.800450 -4.546670 -0.1 -0.4 0.4 0.0102
H 5.478030 15.314510 -3.610440 0.1 -0.2 0.0 0.0002
H 4.174250 16.426080 -3.913480 -0.5 0.0 0.6 0.0065
H 4.944190 15.962270 -1.396440 1.0 0.3 0.3 0.0048
C -0.946800 13.231620 -6.089320 0.3 -0.4 0.0 0.0000
C 0.133450 12.127630 -5.774370 -0.3 2.6 -1.4 0.0001
C 1.380770 12.329530 -6.585190 1.2 0.7 -0.3 0.0001
O 0.500620 12.237930 -4.408930 0.1 -0.8 0.2 0.0004
H -1.906380 12.759600 -5.878380 -0.2 0.5 0.1 0.0000
H -0.983560 13.644110 -7.097580 0.2 -0.8 -0.5 0.0000
H -0.807670 14.173340 -5.558380 0.1 -0.3 0.8 0.0000
H -0.270350 11.210580 -6.203390 -0.3 -0.6 1.2 0.0001
H 2.078120 11.492070 -6.564100 -0.4 -0.4 -0.3 0.0000
H 2.044310 13.132080 -6.263100 -0.3 0.5 0.6 0.0001
H 1.124510 12.656750 -7.592840 0.0 -0.6 -0.2 0.0000
H -0.274020 12.247460 -3.841980 -0.3 -0.1 -0.1 0.0000
C 5.723960 12.937810 -6.038890 0.7 0.6 0.4 0.0014
C 6.459240 12.341850 -4.803040 -1.3 -1.2 -2.0 0.0036
C 6.765750 10.862420 -5.133100 -1.0 -0.2 1.6 0.0009
O 7.582920 13.084390 -4.559960 1.6 1.5 -0.1 0.0059
H 6.046740 12.533920 -6.998460 0.0 -0.4 0.2 0.0000
H 6.014150 13.985830 -6.113320 -0.3 0.3 0.1 0.0006
H 4.643210 12.838570 -5.937700 0.0 -0.1 -0.1 0.0000
H 5.789690 12.494900 -3.956650 -0.4 -0.7 0.4 0.0019
H 6.978160 10.322470 -4.210370 1.0 0.0 0.1 0.0002
H 7.508070 10.710980 -5.916760 0.0 0.2 0.2 0.0002
H 5.852070 10.313550 -5.361170 -0.3 0.4 -0.7 0.0001
H 8.029650 12.863660 -3.739400 -0.1 -0.4 0.0 0.0001
```
Positions in Å, forces in eV/Å.

=====

C15H41AlO16S5 as an isolated structure, computed with ωB97M-V/def2-TZVPD.

Properties
Kohn-Sham gap: 3.37 eV
LUMO: -11.76 eV
relative energy (zero: lowest compared OMol25 entry of this formula, charge and spin): 89.06 kJ/mol
total charge: +2
F_max: 3.32 eV Å⁻¹
calculated total energy: -4032.4746 Ha

Geometry as XYZ:
```
78
Properties=species:S:1:pos:R:3:forces:R:3:mulliken_charge:R:1
Al 8.186842 -33.867248 -2.911525 -2.0 -1.3 -1.1 1.6738
O 6.777625 -36.059152 -2.117381 1.7 1.2 -0.3 -0.2968
H 5.808728 -36.186679 -2.177519 -0.1 0.8 -0.2 0.2520
O 7.735001 -29.451378 -1.556904 0.6 -0.5 0.4 -0.6397
S 6.695440 -30.035558 -2.326310 -2.4 1.8 -1.3 0.8631
O 6.753496 -31.356299 -2.927653 0.9 -0.3 0.4 -0.2819
O 5.335203 -30.114629 -1.489537 0.7 -0.5 -0.5 -0.1438
C 4.936686 -29.036074 -0.628536 0.2 1.2 1.2 -0.1689
C 3.486936 -28.730320 -0.735584 -1.5 -0.3 -1.1 -1.2354
C 6.266065 -28.803150 -3.656560 0.1 -1.1 0.3 -0.7530
H 5.503607 -28.127354 -0.839427 0.2 -0.2 -0.1 0.3766
H 5.112474 -29.273361 0.421669 0.5 -0.5 -0.2 0.2885
H 2.859207 -29.624330 -0.767151 0.2 -0.2 0.3 0.2763
H 3.216937 -28.220487 -1.663709 0.2 0.2 0.0 0.3002
H 3.126567 -28.126278 0.095257 0.3 0.0 0.0 0.4097
H 6.039254 -27.822039 -3.244682 0.2 -0.2 0.4 0.3852
H 5.402714 -29.157372 -4.217623 0.0 -0.2 0.2 0.2631
H 7.109455 -28.751856 -4.343583 0.2 -0.1 0.2 0.2768
O 7.829614 -37.489724 -6.481592 -0.3 0.8 1.3 -0.6777
S 7.310790 -36.151485 -6.378038 -0.5 0.5 -2.6 1.1486
O 7.584069 -35.218546 -5.288665 0.1 -0.5 0.1 -0.4854
O 7.828220 -35.391261 -7.691390 -0.5 0.6 1.3 -0.2405
C 7.704559 -36.047001 -8.956413 0.0 -0.9 -1.6 -0.2791
C 8.624072 -35.384477 -9.972232 0.2 0.0 1.4 -1.2600
C 5.525094 -36.155400 -6.668479 0.2 0.7 1.2 -1.1169
H 6.722446 -36.008381 -9.438017 -0.5 0.3 0.9 0.2808
H 7.917610 -37.106293 -8.812963 0.3 0.1 -0.1 0.4086
H 8.596757 -35.983087 -10.879385 0.2 0.2 -0.1 0.3827
H 9.605791 -35.334236 -9.499375 0.3 -0.2 -0.5 0.3147
H 8.317220 -34.353289 -10.141847 -0.2 -0.1 -0.3 0.3165
H 5.066753 -36.242587 -5.682441 0.0 -0.6 -0.1 0.3544
H 5.194236 -36.904964 -7.380544 0.3 -0.1 0.1 0.4556
H 5.209365 -35.148934 -6.942854 0.4 0.0 -0.4 0.3714
O 9.215926 -29.829620 -4.975673 0.0 -0.5 0.9 -0.6012
S 10.129417 -30.379663 -4.005631 1.6 1.6 -1.8 0.9909
O 9.686695 -31.498847 -3.166087 0.3 -0.8 -0.5 -0.4252
O 11.481744 -30.771824 -4.851847 -1.4 -0.8 2.2 -0.2743
C 12.147210 -29.683056 -5.572819 -1.2 0.7 -0.3 -0.2795
C 12.388335 -30.182826 -6.966467 0.1 0.2 0.6 -1.2058
C 10.791834 -29.102757 -2.886052 -1.1 -1.0 0.0 -0.8641
H 13.015907 -29.310934 -5.032897 -0.1 -0.3 0.2 0.3468
H 11.353676 -28.939426 -5.674556 0.5 0.6 0.2 0.4142
H 11.371593 -30.270076 -7.346061 0.3 -0.6 -0.7 0.2739
H 12.963623 -31.104547 -6.898706 -0.2 -0.1 -0.5 0.3126
H 12.936194 -29.425595 -7.525804 0.0 -0.1 -0.1 0.3746
H 9.967654 -28.732752 -2.276160 -0.1 -0.4 0.1 0.3227
H 11.168826 -28.239500 -3.427581 0.4 -0.4 -0.3 0.3505
H 11.474156 -29.717698 -2.303002 0.4 0.6 0.2 0.3868
O 9.637322 -36.332072 -3.550098 0.3 0.0 0.4 -0.3639
S 9.962774 -37.757977 -3.507037 0.7 -2.1 2.0 0.8647
O 10.987946 -38.304193 -4.362974 -1.3 0.9 0.5 -0.5524
O 10.421698 -38.130134 -1.919255 -0.9 1.7 -2.7 -0.2582
C 10.746404 -39.492081 -1.636774 -0.4 -1.6 1.5 -0.1569
C 11.787628 -39.467248 -0.553639 2.4 0.9 0.1 -1.3710
C 8.380735 -38.665125 -3.611371 0.7 0.4 -0.4 -0.4997
H 11.049225 -40.116583 -2.476349 0.0 0.5 -0.3 0.4340
H 9.880062 -39.963290 -1.160749 -0.4 0.1 -0.5 0.2966
H 12.030422 -40.317683 0.083062 -1.2 -0.4 -0.2 0.3904
H 11.665334 -38.593231 0.086978 -0.4 -0.1 0.1 0.3094
H 12.787414 -39.324243 -0.978830 -0.1 0.3 -0.4 0.3291
H 7.625766 -37.917100 -3.383938 -0.1 -0.1 0.0 -0.0566
H 8.341852 -39.500960 -2.916684 0.3 0.1 0.1 0.4225
H 8.303056 -39.030748 -4.633433 -0.1 0.2 0.0 0.2918
O 5.441683 -33.513959 -3.639422 -0.4 -0.4 -0.4 -0.2530
S 4.017667 -33.607451 -3.889017 -1.9 -1.0 2.1 0.8341
O 3.454151 -34.315923 -5.001509 0.9 0.7 -0.3 -0.6053
O 3.432333 -34.361269 -2.575715 1.9 0.7 -0.3 -0.3274
C 2.116071 -34.951793 -2.577036 -0.3 0.1 -0.1 -0.1848
C 1.640621 -34.990552 -1.142275 0.1 0.2 0.4 -1.1902
C 3.277755 -31.978507 -3.676804 0.3 -0.7 -0.8 -0.9850
H 2.212077 -35.970699 -2.951611 -0.2 0.1 -0.3 0.2418
H 1.531080 -34.335385 -3.260435 -0.5 -0.3 0.2 0.3992
H 2.255622 -35.689728 -0.574828 -0.1 -0.1 0.0 0.3056
H 0.598928 -35.294526 -1.046925 0.0 -0.2 -0.3 0.3849
H 1.723034 -34.038148 -0.617236 0.0 0.2 -0.3 0.2960
H 3.670432 -31.442346 -4.541394 0.2 0.5 0.4 0.3613
H 3.539381 -31.624332 -2.683472 0.4 0.2 -0.2 0.2224
H 2.195521 -31.992316 -3.798419 0.0 -0.5 0.0 0.4779
```
Positions in Å, forces in eV/Å.